[1]
DFT (ωB97M-V/def2-TZVPD) results for a structure of composition C33H32N6O4Tl.

ORCA input file:
```
! wB97M-V def2-TZVPD RIJCOSX def2/J DEFGRID3
* xyz -1 1
Tl -0.46 -0.06 0.07
C 3.07 0.24 -0.57
N 2.46 -0.89 -1.25
C 2.94 -0.99 -2.61
C 1.92 -1.31 -3.73
C 0.75 -0.31 -3.84
N -0.41 -0.69 -3.06
C -1.44 -1.06 -3.69
C -2.65 -1.56 -3.12
C -3.40 -2.46 -3.89
C -4.53 -3.13 -3.49
C -5.02 -2.84 -2.20
C -4.36 -1.93 -1.41
C -3.15 -1.29 -1.81
O -2.58 -0.44 -1.03
C 2.65 -2.11 -0.46
C 1.97 -3.35 -1.01
C 0.44 -3.23 -1.06
N -0.03 -2.73 0.19
C -0.73 -3.49 0.94
C -1.43 -3.22 2.20
C -2.07 -4.34 2.77
C -2.66 -4.30 3.98
C -2.63 -3.07 4.69
C -1.96 -1.97 4.20
C -1.31 -2.00 2.92
O -0.68 -0.96 2.52
H 4.15 0.16 -0.54
H 2.67 0.27 0.47
H 2.76 1.18 -1.04
H 3.75 -1.72 -2.70
H 3.37 -0.02 -2.86
H 1.51 -2.31 -3.62
H 2.45 -1.31 -4.69
H 0.51 -0.21 -4.91
H 1.11 0.69 -3.50
H -1.48 -0.95 -4.78
H -3.04 -2.69 -4.88
H -4.98 -3.83 -4.18
H -5.93 -3.30 -1.82
H -4.73 -1.69 -0.43
H 2.25 -1.92 0.55
H 3.72 -2.29 -0.33
H 2.24 -4.18 -0.35
H 2.42 -3.69 -1.93
H 0.04 -4.24 -1.32
H 0.11 -2.48 -1.80
H -0.82 -4.57 0.63
H -2.17 -5.22 2.18
H -3.18 -5.17 4.40
H -3.15 -2.98 5.65
H -1.93 -1.05 4.76
O 2.85 7.46 3.45
N 3.08 6.31 3.11
O 4.14 5.74 3.34
C 2.01 5.56 2.44
C 1.48 6.20 1.37
C 0.51 5.51 0.57
C 0.00 6.02 -0.63
C -0.92 5.28 -1.35
C -1.35 4.05 -0.83
N -0.93 3.54 0.29
C 0.04 4.24 0.96
C 0.65 3.58 2.11
N 0.26 2.35 2.45
C 0.86 1.68 3.42
C 1.94 2.22 4.10
C 2.38 3.50 3.82
C 1.70 4.22 2.83
H 1.89 7.14 1.11
H 0.37 6.97 -0.97
H -1.35 5.66 -2.30
H -2.09 3.47 -1.37
H 0.43 0.72 3.67
H 2.49 1.67 4.85
H 3.20 3.95 4.34
*
```

Results
E_LUMO (eV): 1.17
F_max (Eh/bohr): 0.03360
HOMO-LUMO gap (eV): 5.3022
Calculated total energy (hartree): -2078.65842
E_HOMO (Ha): -0.152

Atomic partial charges in e from the Mulliken method, atoms 1 to 6:
1 Tl 0.95
2 C -1.33
3 N 0.89
4 C -1.32
5 C -0.53
6 C -0.98

---

[2]
DFT (ωB97M-V/def2-TZVPD) results for a structure of composition C25H58AlN2O5.

ORCA input file:
```
! wB97M-V def2-TZVPD RIJCOSX def2/J DEFGRID3
* xyz -1 1
C -0.55 -3.83 1.54
C 0.88 -3.52 2.01
O 1.20 -4.03 3.30
C 0.45 -3.49 4.36
C 0.47 -1.98 4.45
O 1.79 -1.52 4.53
C 1.86 -0.10 4.46
C 1.56 0.37 3.05
O 2.12 1.63 2.81
C 1.37 2.35 1.78
Al 1.06 1.37 0.01
C -0.31 2.40 -1.08
C -0.85 1.85 -2.41
C -1.72 0.59 -2.36
C -0.92 -0.70 -2.07
C -2.96 0.71 -1.45
C -2.70 0.59 0.07
C -3.55 -0.47 0.72
C -4.85 -0.41 0.98
C -5.68 0.83 0.79
C -5.60 -1.62 1.49
H -1.05 -4.49 2.25
H -1.15 -2.92 1.45
H -0.55 -4.33 0.58
H 1.60 -3.99 1.34
H 1.07 -2.44 1.97
H -0.61 -3.80 4.31
H 0.87 -3.93 5.27
H -0.11 -1.67 5.33
H -0.04 -1.57 3.58
H 2.87 0.19 4.75
H 1.15 0.34 5.18
H 0.48 0.41 2.87
H 1.95 -0.38 2.35
H 0.41 2.65 2.24
H 1.93 3.28 1.63
H 0.55 -0.15 0.39
H 2.48 1.23 -0.81
H -1.15 2.68 -0.43
H 0.19 3.35 -1.31
H -1.45 2.62 -2.91
H 0.00 1.64 -3.07
H -2.12 0.48 -3.38
H -1.10 -1.46 -2.83
H 0.15 -0.48 -2.08
H -1.15 -1.13 -1.09
H -3.46 1.66 -1.67
H -3.66 -0.08 -1.74
H -2.90 1.56 0.54
H -1.65 0.39 0.26
H -3.03 -1.39 1.00
H -6.23 1.05 1.71
H -6.42 0.72 -0.01
H -5.07 1.70 0.54
H -5.08 -2.08 2.33
H -5.69 -2.38 0.71
H -6.61 -1.36 1.82
C 4.42 5.97 1.49
C 3.96 5.57 0.10
C 4.50 6.46 -1.03
O 3.90 7.75 -1.13
C 4.38 8.71 -0.22
N 2.50 5.45 0.10
H 3.84 6.82 1.87
H 4.26 5.14 2.18
H 5.47 6.25 1.51
H 4.36 4.57 -0.11
H 4.28 5.97 -1.98
H 5.59 6.57 -0.95
H 5.46 8.59 -0.06
H 3.88 8.67 0.74
H 4.20 9.69 -0.67
H 2.19 5.01 -0.76
H 2.08 6.37 0.11
C 0.38 -6.27 -4.65
C -1.07 -6.05 -4.20
C -1.39 -4.61 -3.79
O -0.88 -4.22 -2.54
C 0.48 -3.81 -2.53
N -1.39 -7.03 -3.16
H 1.05 -6.33 -3.79
H 0.46 -7.20 -5.20
H 0.72 -5.45 -5.29
H -1.71 -6.27 -5.06
H -2.48 -4.53 -3.69
H -1.07 -3.90 -4.57
H 0.74 -3.29 -3.45
H 1.15 -4.67 -2.39
H 0.60 -3.13 -1.69
H -2.39 -6.98 -2.95
H -0.93 -6.73 -2.30
*
```

Results
E_LUMO (eV): 2.60
F_max (Eh/bohr): 0.00732
HOMO-LUMO gap (eV): 7.0638
Calculated total energy (hartree): -1715.39103
E_HOMO (Ha): -0.164

Atomic partial charges in e from the Mulliken method, atoms 1 to 6:
1 C -0.79
2 C 0.50
3 O -0.51
4 C -0.74
5 C -0.29
6 O -0.37

---

[3]
DFT (ωB97M-V/def2-TZVPD) results for a cluster of 2 separate species, C4H14NS in total.

ORCA input file:
```
! wB97M-V def2-TZVPD RIJCOSX def2/J DEFGRID3
* xyz 1 1
C -0.25 -2.13 -0.45
C -0.13 -1.26 -1.70
N -0.98 -0.04 -1.52
H 0.42 -3.01 -0.49
H -0.02 -1.55 0.46
H -1.30 -2.51 -0.38
H 0.88 -0.87 -1.87
H -0.53 -1.76 -2.60
H -1.95 -0.33 -1.38
H -0.92 0.51 -2.34
H -0.67 0.54 -0.66
C -0.23 0.58 2.21
S -0.38 1.98 0.97
C 1.34 2.21 0.63
H 0.29 0.93 3.10
H 0.38 -0.29 1.85
H -1.21 0.18 2.51
H 1.54 3.31 0.44
H 1.96 1.89 1.53
H 1.76 1.62 -0.31
*
```

Results
E_LUMO (eV): -3.21
Energy above the lowest of the compared OMol25 structures with the same formula, charge and spin (kJ/mol): 47.38
F_max (Eh/bohr): 0.05895
HOMO-LUMO gap (eV): 9.6997
Calculated total energy (hartree): -613.48218
E_HOMO (Ha): -0.474

Atomic partial charges in e from the natural (NBO) method, atoms 1 to 6:
1 C -0.64
2 C -0.22
3 N -0.71
4 H 0.26
5 H 0.22
6 H 0.23

---

[4]
DFT (ωB97M-V/def2-TZVPD) results for a cluster of 2 separate species, C2H5N3OS in total.

ORCA input file:
```
! wB97M-V def2-TZVPD RIJCOSX def2/J DEFGRID3
* xyz 0 1
C -0.57 -0.06 0.44
C 0.17 0.14 -1.51
N -0.87 0.32 -2.27
N 0.85 -0.63 2.38
N 0.59 -0.07 1.08
O -1.77 -0.15 0.46
S 1.75 0.54 -1.63
H -1.81 0.14 -1.91
H -0.73 1.01 -3.04
H 0.06 -1.26 2.50
H 0.94 0.03 3.12
H 1.39 0.00 0.37
*
```

Results
E_LUMO (eV): 0.40
Energy above the lowest of the compared OMol25 structures with the same formula, charge and spin (kJ/mol): 310.85
F_max (Eh/bohr): 0.07865
HOMO-LUMO gap (eV): 8.4409
Calculated total energy (hartree): -716.82231
E_HOMO (Ha): -0.295

Atomic partial charges in e from the natural (NBO) method, atoms 1 to 6:
1 C 0.72
2 C -0.02
3 N -0.79
4 N -0.64
5 N -0.51
6 O -0.60

---

[5]
DFT (ωB97M-V/def2-TZVPD) results for a cluster of 2 separate species, C2H6O2S2 in total.

ORCA input file:
```
! wB97M-V def2-TZVPD RIJCOSX def2/J DEFGRID3
* xyz 0 1
O -2.01 -0.48 1.02
C -2.14 -1.12 0.03
O -1.80 -0.78 -1.24
H -2.56 -2.14 0.04
H -0.85 -0.80 -1.49
C 0.87 0.93 0.89
S 1.36 -0.67 0.19
S 2.39 0.04 -1.52
H 1.60 1.44 1.51
H 0.00 0.73 1.52
H 0.58 1.59 0.08
H 2.57 1.28 -1.01
*
```

Results
E_LUMO (eV): 0.32
SMILES string: O=CO.CSS
Energy above the lowest of the compared OMol25 structures with the same formula, charge and spin (kJ/mol): 79.35
F_max (Eh/bohr): 0.02859
HOMO-LUMO gap (eV): 8.9297
Calculated total energy (hartree): -1026.63238
E_HOMO (Ha): -0.316

Atomic partial charges in e from the natural (NBO) method, atoms 1 to 6:
1 O -0.54
2 C 0.68
3 O -0.76
4 H 0.10
5 H 0.52
6 C -0.75

---

[6]
DFT (ωB97M-V/def2-TZVPD) results for a structure of composition C27H21IMoN5O7S.

ORCA input file:
```
! wB97M-V def2-TZVPD RIJCOSX def2/J DEFGRID3
* xyz 1 3
Mo -0.21 -0.17 -0.22
C 1.47 -0.53 -4.47
C 2.50 -0.65 -3.39
N 3.77 -0.70 -3.71
C 4.70 -0.80 -2.76
C 4.41 -0.88 -1.41
C 5.53 -1.01 -0.40
O 5.43 -2.19 0.39
C 3.05 -0.83 -1.03
C 2.71 -0.95 0.37
N 1.53 -0.77 0.87
C 1.41 -0.95 2.29
C 1.57 0.15 3.12
C 1.36 0.02 4.49
C 1.01 -1.21 5.02
C 0.89 -2.31 4.20
C 1.10 -2.20 2.83
I 1.03 -3.91 1.64
C 2.09 -0.70 -2.03
O 0.78 -0.64 -1.79
H 1.98 -0.52 -5.43
H 0.89 0.38 -4.36
H 0.77 -1.37 -4.43
H 5.73 -0.83 -3.10
H 5.50 -0.18 0.31
H 6.49 -0.95 -0.92
H 5.61 -2.96 -0.17
H 3.51 -1.25 1.04
H 1.85 1.10 2.69
H 1.49 0.88 5.13
H 0.84 -1.31 6.08
H 0.64 -3.28 4.62
O -2.45 2.22 5.04
C -1.99 1.76 3.88
C -1.24 2.55 3.00
C -0.80 1.97 1.83
N -1.09 0.71 1.53
C -1.80 -0.05 2.36
C -2.27 0.43 3.56
C -1.97 -1.44 1.81
O -2.57 -2.32 2.35
O -1.37 -1.53 0.62
C 0.08 2.60 0.78
O 0.50 3.72 0.84
O 0.33 1.73 -0.20
H -2.23 3.15 5.18
H -0.98 3.58 3.21
H -2.84 -0.20 4.22
N -5.83 0.53 -4.65
C -5.25 1.51 -3.94
S -5.74 3.07 -3.93
C -4.08 1.08 -3.12
C -2.95 1.88 -3.03
C -1.91 1.50 -2.23
N -1.94 0.37 -1.49
C -3.02 -0.42 -1.59
C -4.10 -0.10 -2.39
H -6.61 0.77 -5.24
H -5.41 -0.38 -4.76
H -2.91 2.82 -3.58
H -1.01 2.10 -2.14
H -3.01 -1.32 -0.99
H -4.95 -0.77 -2.40
*
```

Results
E_LUMO (alpha / beta) (eV): -3.79 / -4.23
⟨S²⟩: 2.016
Energy above the lowest of the compared OMol25 structures with the same formula, charge and spin (kJ/mol): 0.00
F_max (Eh/bohr): 0.00726
HOMO-LUMO gap (alpha / beta) (eV): 7.2517 / 6.8164
Calculated total energy (hartree): -2606.00406
E_HOMO (alpha / beta) (Ha): -0.406 / -0.406

Atomic partial charges in e from the natural (NBO) method, atoms 1 to 6:
1 Mo 1.77
2 C -0.65
3 C 0.21
4 N -0.37
5 C 0.02
6 C -0.02

---

[7]
DFT (ωB97M-V/def2-TZVPD) results for an isolated molecule of C11H11N3O3.

ORCA input file:
```
! wB97M-V def2-TZVPD RIJCOSX def2/J DEFGRID3
* xyz 0 1
C 0.96 2.61 -0.33
C 1.47 1.23 -0.21
C 2.77 0.78 -0.27
C 2.70 -0.62 -0.18
C 3.82 -1.60 -0.14
O 4.45 -1.65 1.13
N 1.44 -1.01 -0.08
N 0.69 0.10 -0.08
C -0.69 -0.03 -0.01
C -1.51 0.94 0.57
C -2.87 0.75 0.62
C -3.43 -0.42 0.10
N -4.85 -0.61 0.15
O -5.52 0.29 0.61
O -5.30 -1.65 -0.28
C -2.62 -1.41 -0.45
C -1.26 -1.21 -0.50
H 1.71 3.22 -0.84
H 0.04 2.64 -0.92
H 0.78 3.06 0.64
H 3.65 1.38 -0.37
H 4.61 -1.30 -0.84
H 3.45 -2.59 -0.43
H 3.79 -1.92 1.78
H -1.08 1.82 1.01
H -3.52 1.48 1.07
H -3.07 -2.31 -0.84
H -0.60 -1.96 -0.92
*
```

Results
E_LUMO (eV): -0.68
SMILES string: Cc1cc(CO)nn1-c1ccc([N+](=O)[O-])cc1
Energy above the lowest of the compared OMol25 structures with the same formula, charge and spin (kJ/mol): 362.26
F_max (Eh/bohr): 0.02636
HOMO-LUMO gap (eV): 8.5263
Calculated total energy (hartree): -815.65734
E_HOMO (Ha): -0.338

Atomic partial charges in e from the natural (NBO) method, atoms 1 to 6:
1 C -0.65
2 C 0.18
3 C -0.32
4 C 0.12
5 C -0.09
6 O -0.71

---

[8]
DFT (ωB97M-V/def2-TZVPD) results for a structure of composition C30H33FN4O3OsS2.

ORCA input file:
```
! wB97M-V def2-TZVPD RIJCOSX def2/J DEFGRID3
* xyz 0 5
Os -0.10 -0.23 -0.04
C 0.28 -0.01 5.67
C 0.43 1.23 4.76
C 0.49 2.47 5.66
C 1.68 1.13 3.88
C 2.87 0.98 4.61
C 4.10 0.84 4.00
C 4.18 0.89 2.62
C 3.05 1.06 1.83
C 3.23 1.28 0.34
C 2.93 2.74 -0.02
C 4.61 0.91 -0.19
C 1.78 1.13 2.47
N 0.61 1.19 1.61
C -0.20 2.25 1.72
C 0.09 3.39 2.51
C -0.79 4.44 2.62
C -2.01 4.42 1.94
C -2.32 3.35 1.10
C -1.42 2.32 1.00
F -1.74 1.34 0.10
H -0.62 0.06 6.28
H 1.14 -0.04 6.34
H 0.29 -0.95 5.12
H -0.45 1.34 4.13
H 1.31 2.41 6.37
H -0.44 2.54 6.24
H 0.60 3.39 5.10
H 2.81 0.96 5.68
H 4.99 0.71 4.60
H 5.14 0.82 2.14
H 2.52 0.66 -0.19
H 3.64 3.41 0.48
H 1.92 3.04 0.26
H 3.02 2.88 -1.09
H 5.40 1.54 0.22
H 4.60 1.03 -1.27
H 4.87 -0.13 0.02
H 1.04 3.42 3.02
H -0.53 5.29 3.24
H -2.70 5.25 2.02
H -3.22 3.32 0.52
C 0.18 -0.38 -3.66
C -0.68 -1.33 -2.89
N -0.89 -1.39 -1.59
C -1.77 -2.41 -1.22
C -2.22 -3.17 -2.31
S -1.53 -2.54 -3.76
C -2.11 -2.50 0.13
C -2.95 -3.38 0.81
S -2.98 -2.97 2.49
C -1.90 -1.68 2.22
N -1.52 -1.56 0.97
C -1.38 -0.69 3.18
H 0.67 0.32 -3.00
H -0.43 0.16 -4.38
H 0.94 -0.93 -4.20
H -2.91 -4.00 -2.31
H -3.53 -4.20 0.43
H -1.59 -0.78 4.24
H -1.72 0.30 2.87
H -0.29 -0.73 3.08
O 1.00 -2.39 2.20
C 1.64 -2.40 1.17
C 2.83 -3.30 0.91
C 3.33 -2.88 -0.46
C 2.38 -1.77 -0.90
O 2.45 -1.18 -1.95
N 1.43 -1.57 0.09
H 2.51 -4.33 0.97
H 3.56 -3.13 1.71
H 3.29 -3.67 -1.21
H 4.35 -2.48 -0.46
O 0.63 1.00 -1.07
*
```

Results
E_LUMO (alpha / beta) (eV): 0.32 / -2.73
⟨S²⟩: 6.089
Energy above the lowest of the compared OMol25 structures with the same formula, charge and spin (kJ/mol): 0.00
F_max (Eh/bohr): 0.01433
HOMO-LUMO gap (alpha / beta) (eV): 4.1324 / 4.1898
Calculated total energy (hartree): -2594.57701
E_HOMO (alpha / beta) (Ha): -0.140 / -0.254

Atomic partial charges in e from the Mulliken method, atoms 1 to 6:
1 Os 1.79
2 C -1.86
3 C 1.03
4 C -1.63
5 C 0.75
6 C -0.82